Density functional theory data (the ωB97M-V functional and the def2-TZVPD basis) for an isolated molecule of C4H5NO in a non-equilibrium geometry.

total energy	-285.27784	a.u.
total charge	0
relative energy (zero: lowest compared OMol25 entry of this formula, charge and spin)	3.721	eV
E_LUMO (alpha / beta)	-0.026 / -0.043	Eh
gap between HOMO and LUMO (alpha / beta)	9.00 / 8.56	eV

Geometry as XYZ:
```
11
Properties=species:S:1:pos:R:3:forces:R:3:mulliken_charge:R:1
O 0.13131 -2.35478 1.93126 -0.10 -0.67 0.25 -0.4646
N -1.06922 1.06463 0.84074 1.92 -2.25 -0.98 -0.4755
C -0.29108 0.57870 -0.02513 -0.27 1.51 1.44 0.5641
C -0.19317 -1.57495 1.07261 1.42 0.04 0.96 -0.0115
C 0.08469 0.96324 -1.36686 -0.87 1.27 -0.80 -0.9330
C 0.49722 -0.30754 0.86289 -1.56 2.49 0.36 -0.2326
H 1.29883 0.29029 1.38345 -0.78 -1.69 -0.09 0.3111
H 0.44680 0.10542 -1.87371 0.61 -0.71 -0.60 0.3106
H -0.96084 -1.81282 0.33225 -0.41 0.10 -0.11 0.3394
H -0.82239 1.30905 -1.89025 0.62 0.36 -0.03 0.3338
H 0.87786 1.73876 -1.26725 -0.58 -0.45 -0.40 0.2581
```
Forces are in eV/Å.


Density functional theory data (the ωB97M-V functional and the def2-TZVPD basis) for an isolated molecule of C4H8N2O2 in a non-equilibrium geometry.

total energy	-417.16777	a.u.
total charge	0
relative energy (zero: lowest compared OMol25 entry of this formula, charge and spin)	2.400	eV
E_LUMO	0.016	Eh
gap between HOMO and LUMO	10.01	eV

Geometry as XYZ:
```
16
Properties=species:S:1:pos:R:3:forces:R:3:mulliken_charge:R:1
O -2.38210 1.48231 -0.11779 -0.03 1.18 -0.02 -0.6088
O -3.14725 -0.64230 -0.07066 -0.90 -0.82 -0.01 -0.6806
N -0.88170 -1.73098 -0.17284 -0.08 -0.27 -0.03 -0.2027
N 0.63071 0.23631 -0.14986 -5.98 -2.82 -0.14 0.0799
C -0.78100 -0.44526 -0.15194 4.99 2.72 0.20 0.2124
C 0.64973 1.65748 0.05306 0.10 0.51 -0.05 -0.9227
C 1.83272 -0.48825 0.13333 0.25 -0.04 0.01 -0.8926
C -2.37788 0.28828 -0.11079 1.30 -0.45 -0.06 0.7662
H 2.27823 -0.13172 1.06992 -0.02 -0.08 -0.03 0.2973
H 1.39352 2.10501 -0.61452 -0.03 0.01 0.07 0.2967
H -1.87449 -2.00761 -0.18121 0.18 0.01 0.04 0.3015
H 0.91723 1.90415 1.08596 0.02 0.03 0.01 0.3268
H 2.55541 -0.32670 -0.67188 0.06 -0.09 0.06 0.2828
H -0.32951 2.07173 -0.16798 0.06 -0.01 0.02 0.3178
H -0.14204 -2.41560 -0.16170 0.08 0.15 -0.04 0.1447
H 1.65843 -1.55685 0.22890 0.02 -0.04 -0.02 0.2812
```
Forces are in eV/Å.


Density functional theory data (the ωB97M-V functional and the def2-TZVPD basis) for a structure of composition C4H9ClO2 in a non-equilibrium geometry.

total energy	-768.47183	a.u.
total charge	0
relative energy (zero: lowest compared OMol25 entry of this formula, charge and spin)	0.000	eV
E_LUMO	0.034	Eh
gap between HOMO and LUMO	11.20	eV

Geometry as XYZ:
```
16
Properties=species:S:1:pos:R:3:forces:R:3:mulliken_charge:R:1
Cl 1.88735 -0.36150 -1.13944 2.43 -1.95 -0.09 -0.3004
O 0.01407 1.45188 -1.30061 -1.94 0.39 0.73 -0.5485
O -0.81472 -0.13678 0.06882 -1.17 1.05 0.01 -0.6071
C -2.16744 1.79733 -0.47207 -0.77 0.06 0.34 -1.0744
C -0.95416 0.91706 -0.51091 0.64 0.91 -0.89 0.7573
C 1.37883 -1.23023 1.39728 0.22 0.25 0.26 -0.9431
C 1.20322 -1.61133 -0.05653 -0.41 -1.65 0.06 -0.1442
H 0.77047 0.80490 -1.26460 -0.84 0.90 -0.12 0.4614
H 0.86614 -0.27831 1.61546 0.25 -0.53 -0.09 0.2526
H -2.58262 1.92411 -1.48605 0.30 0.01 0.38 0.2965
H 0.13708 -1.72218 -0.33312 1.12 -0.01 0.20 0.2865
H -2.94286 1.34979 0.17217 0.40 0.16 -0.29 0.3084
H 2.44793 -1.11880 1.64473 -0.39 -0.09 -0.06 0.3318
H 1.71560 -2.56091 -0.30393 0.04 0.66 0.09 0.3773
H -1.90792 2.79164 -0.07131 -0.02 -0.39 -0.27 0.2938
H 0.94904 -2.01671 2.04016 0.14 0.26 -0.26 0.2521
```
Forces are in eV/Å.


Density functional theory data (the ωB97M-V functional and the def2-TZVPD basis) for a cluster of 4 separate species, C3H5Cl4NOS in total in a non-equilibrium geometry.

total energy	-2486.22039	a.u.
total charge	0
relative energy (zero: lowest compared OMol25 entry of this formula, charge and spin)	0.003	eV
E_LUMO (alpha / beta)	-0.032 / -0.032	Eh
gap between HOMO and LUMO (alpha / beta)	8.49 / 8.49	eV
SMILES	S=C(Cl)Cl.CN=C=O.Cl.Cl

Geometry as XYZ:
```
15
Properties=species:S:1:pos:R:3:forces:R:3:mulliken_charge:R:1
Cl 2.33871 -0.17285 -0.25251 0.12 -0.52 0.11 -0.2731
Cl 4.87815 -2.22634 -2.79368 2.27 -2.13 -2.51 -0.2096
Cl 6.33259 -0.23557 -0.10633 0.48 -0.91 0.59 -0.0541
Cl 5.81321 0.78206 2.60635 -0.19 -0.10 -0.80 -0.0865
S 4.73867 2.05384 0.08004 0.27 -0.15 1.42 -0.1681
O -0.02850 1.47247 -1.10035 0.56 0.09 -0.25 -0.5094
N -1.95751 1.60497 0.25286 2.34 -1.58 -1.66 -0.2328
C 5.54943 0.90583 0.89612 -0.33 1.37 -1.14 0.3178
C -2.86464 2.28402 1.02992 -1.08 1.92 1.73 -0.6183
C -0.94232 1.58286 -0.38152 -2.04 0.20 0.67 0.5680
H 2.06270 0.89173 -0.89785 -0.13 0.10 -0.09 0.2781
H -3.88399 1.86348 1.01867 0.37 0.32 -0.73 0.2337
H 4.20021 -1.59945 -2.05058 -2.32 2.15 2.52 0.2082
H -2.80387 3.37089 0.76709 -0.69 -0.81 0.26 0.2823
H -2.63035 2.21411 2.09952 0.37 0.03 -0.12 0.2636
```
Forces are in eV/Å.


Density functional theory data (the ωB97M-V functional and the def2-TZVPD basis) for a structure of composition C41H33CsN5O5S3 in a non-equilibrium geometry.

total energy	-3446.78884	a.u.
total charge	-1
E_LUMO	0.073	Eh
gap between HOMO and LUMO	6.22	eV

Geometry as XYZ:
```
88
Properties=species:S:1:pos:R:3:forces:R:3:mulliken_charge:R:1
Cs 0.07404 -0.51654 1.00885 2.28 3.06 1.14 1.5097
S 1.64276 1.60680 2.77438 0.23 0.35 0.33 -0.4673
S -0.42151 2.91824 -0.14314 0.12 0.51 -0.22 1.0026
S -2.97425 0.42191 -0.17732 -1.07 0.15 -0.73 0.9410
O 0.62055 3.85499 0.34573 0.00 -0.08 -0.02 -0.7438
O -0.40090 -2.57730 -0.26494 -1.07 -2.06 -0.93 -0.8390
O -1.91797 -1.91537 1.12752 -1.89 -1.96 -0.16 -0.7506
O -3.84622 0.72278 0.98682 0.19 -0.16 0.00 -0.8720
O -2.04665 -3.91572 0.26612 0.59 0.98 0.10 -0.7088
N 1.47532 -0.17598 -2.41622 -0.01 -0.08 -0.02 0.0847
N 2.71595 0.19500 0.09134 -0.15 0.54 0.03 0.6976
N 3.41570 0.19675 1.22366 0.82 -0.50 0.24 -1.0621
N -1.46246 -2.82303 0.37265 -0.55 -1.14 -0.07 1.3314
N 3.61416 -0.01485 3.46182 0.10 0.07 -0.10 -0.4884
C -4.75277 5.73630 -4.11645 0.02 0.02 0.03 -0.6770
C -4.32611 2.06582 -3.74634 0.01 0.04 -0.08 -1.5235
C -3.93518 1.15722 -2.81313 0.02 -0.06 0.19 -0.2053
C -0.78877 4.55065 -5.98498 -0.02 -0.06 0.04 -1.7357
C -2.67498 4.52791 2.71602 -0.07 0.00 0.01 -1.2281
C 3.04312 0.09665 -4.69732 0.05 0.01 -0.02 -0.3075
C -0.74620 4.15624 -4.53057 -0.03 -0.03 -0.02 1.0030
C -4.04328 5.26230 -1.85992 0.00 0.00 0.01 -0.8623
C -0.67063 3.40704 -1.85543 -0.04 -0.06 0.10 -0.4332
C -5.67717 3.64890 0.69065 0.01 0.04 -0.03 -0.6573
C 2.76288 0.18846 -2.30712 -0.14 0.02 -0.11 1.0106
C -0.67192 2.43388 -2.84011 -0.02 -0.07 0.06 -0.0808
C -4.73601 4.40594 -4.41913 0.00 0.02 -0.07 -1.0501
C -4.86030 -1.52098 -0.58970 -0.10 0.00 0.03 -0.7071
C -5.08991 4.82400 3.14505 0.01 0.01 0.01 -0.9956
C -0.71801 5.11805 -3.52284 -0.02 0.02 0.03 -0.7948
C -0.66938 4.75017 -2.18676 -0.04 0.12 -0.01 -0.4185
C -1.95492 3.53068 0.64241 0.00 -0.03 -0.04 0.4148
C -5.36634 -2.66148 -1.20087 0.03 0.00 0.01 -0.9858
C 3.56789 0.34526 -3.44546 0.00 0.02 0.02 -0.8437
C -3.56718 1.56716 -1.50711 0.11 0.33 0.21 0.6957
C -4.02516 4.40414 2.30910 -0.05 -0.03 -0.06 0.8924
C 3.36716 0.39244 -0.99031 0.08 0.00 -0.11 -1.1402
C -5.15559 -4.61436 -2.79167 0.08 0.07 0.04 -1.5292
C -3.24678 3.40588 0.19438 0.00 -0.04 0.01 -0.4578
C -4.01570 3.87091 -2.14416 0.06 -0.02 -0.05 0.7747
C -3.61659 -1.05877 -0.96328 0.14 -0.05 0.00 0.6419
C 0.99288 -0.42879 -3.63004 0.02 0.01 0.15 0.2065
C -3.37715 -2.85907 -2.51948 0.05 -0.01 0.01 -0.4069
C -1.67186 4.08289 1.91619 0.15 0.03 0.03 -0.9659
C 2.91205 0.53292 2.39586 -0.09 0.28 -0.17 0.2828
C -6.68375 4.04946 1.52232 0.01 0.01 0.02 -1.0002
C -0.71404 2.81028 -4.17195 -0.04 0.03 -0.09 -0.7461
C -3.60725 2.90293 -1.17030 0.16 -0.10 0.03 0.7907
C -4.36657 3.44494 -3.44660 0.05 0.08 0.09 0.8482
C -4.40298 6.16740 -2.81752 0.01 -0.01 0.01 -0.9569
C 1.72133 -0.31502 -4.80331 0.00 0.01 0.00 -1.0458
C -6.38885 4.65506 2.76357 0.00 -0.01 -0.03 -0.5641
C -4.63448 -3.34386 -2.16740 -0.06 -0.05 -0.01 1.0293
C -2.86041 -1.72485 -1.91778 0.05 0.08 -0.02 -0.8910
C -4.31641 3.82678 1.05145 0.00 -0.03 0.04 0.7708
H -5.91660 3.17112 -0.25085 0.02 0.00 0.03 0.5062
H -1.58827 4.01828 -6.50737 0.04 0.04 0.03 0.3595
H 4.42161 0.66599 -0.96241 0.09 -0.06 0.02 0.2164
H -0.04967 -0.74246 -3.66972 0.06 0.02 0.01 0.2778
H -0.61798 1.38931 -2.55503 -0.02 0.04 -0.02 0.6170
H -3.76785 5.60415 -0.87014 0.00 -0.01 -0.04 0.5399
H -5.13445 -4.55246 -3.88221 -0.01 -0.02 0.03 0.3343
H -4.61130 1.73760 -4.74060 0.02 -0.01 0.04 0.3409
H -4.99872 4.06297 -5.41520 0.01 0.01 0.05 0.4420
H 1.26798 -0.53853 -5.76097 0.01 0.00 0.04 0.4514
H -0.71352 2.04921 -4.94741 0.00 0.03 0.06 0.4663
H -3.92831 0.11267 -3.07328 0.03 -0.11 -0.01 0.4987
H 0.15201 4.29964 -6.48306 -0.05 0.03 0.02 0.3562
H -2.77372 -3.40368 -3.23906 -0.04 0.04 0.03 0.3902
H 4.52162 -0.37742 3.20830 -0.01 0.00 -0.04 0.2260
H -7.71673 3.89008 1.23654 0.03 0.01 -0.01 0.4040
H 4.59866 0.65484 -3.32258 -0.02 -0.01 -0.02 0.3469
H -0.63275 4.15181 2.21838 -0.07 0.01 -0.02 0.6637
H -4.84735 5.27358 4.10235 -0.01 -0.03 -0.03 0.4167
H 3.59681 0.55985 4.28654 -0.05 -0.01 0.07 0.2429
H -0.96207 5.62108 -6.09902 0.02 -0.02 0.00 0.3641
H -2.45489 4.96574 3.68328 0.01 -0.03 -0.02 0.3764
H -5.40395 -0.99288 0.18624 0.02 -0.05 -0.04 0.5193
H -0.61309 5.49411 -1.39817 0.00 -0.05 -0.06 0.5175
H -6.17983 -4.81716 -2.47808 0.02 0.00 -0.01 0.3674
H 3.65755 0.21223 -5.58356 -0.02 0.00 0.04 0.4155
H -1.86218 -1.37710 -2.16856 -0.05 -0.04 0.04 0.4186
H -5.02786 6.46536 -4.86939 -0.01 -0.02 0.02 0.4085
H -4.53340 -5.46420 -2.49699 -0.05 0.05 -0.01 0.3072
H -7.19576 4.96969 3.41454 0.02 0.00 -0.01 0.3998
H -0.72995 6.17033 -3.78813 -0.01 -0.04 0.00 0.3534
H -6.33756 -3.04126 -0.90153 0.03 0.01 -0.01 0.2623
H -4.41452 7.22547 -2.58166 0.00 -0.05 -0.01 0.4071
```
Forces are in eV/Å.


Density functional theory data (the ωB97M-V functional and the def2-TZVPD basis) for a cluster of 5 separate species, C2H11NO3 in total in a non-equilibrium geometry.

total energy	-362.85419	a.u.
total charge	0
relative energy (zero: lowest compared OMol25 entry of this formula, charge and spin)	11.434	eV
E_LUMO	-0.227	Eh
gap between HOMO and LUMO	1.84	eV

Geometry as XYZ:
```
17
Properties=species:S:1:pos:R:3:forces:R:3:mulliken_charge:R:1
O -2.39524 4.07406 0.96055 0.08 0.08 -0.10 -0.6803
O 0.12513 4.10552 0.82393 0.25 -0.32 -0.27 -0.8408
O -0.04539 2.24959 -0.89823 0.22 -0.47 -0.22 -0.6538
N -0.39202 -4.61505 -0.92789 -1.39 -0.47 -1.03 -0.4481
C 1.58595 -1.87610 0.02974 1.45 1.10 -2.13 -0.3596
C 0.97604 -3.05680 -0.02752 0.44 0.64 2.95 -0.2826
H 1.32361 -0.91842 0.47243 -1.12 -0.33 0.32 0.2942
H -0.94398 -5.46646 -1.10618 0.62 -0.58 0.04 0.2306
H -1.38802 4.10330 0.88632 -0.65 0.15 0.40 0.4294
H -0.21959 -4.28530 -1.88744 -0.17 0.27 0.03 0.2695
H 1.49517 -4.01724 0.11579 0.04 0.15 -0.79 0.3112
H -0.02653 -3.14939 0.35964 -0.25 0.21 0.19 0.2590
H 0.81690 4.61450 1.23651 0.31 0.32 0.21 0.2249
H -0.90961 1.97856 -0.57208 -0.02 0.18 0.03 0.2963
H 0.19570 3.03875 -0.34173 -0.18 0.00 0.06 0.4433
H 2.42833 -1.61565 -0.62699 0.34 -0.76 0.42 0.2203
H -2.62646 4.83613 1.50316 0.06 -0.16 -0.09 0.2862
```
Forces are in eV/Å.